Here is the ion C4H12N2 with charge +1 at a distorted geometry from the Open Molecules 2025 dataset. Energies are from ωB97M-V with the def2-TZVPD basis set.

```
18
Properties=species:S:1:pos:R:3:forces:R:3
C 1.857 -0.041 -1.565 -0.103 -0.204 0.943
C 1.485 -0.470 -0.113 -0.090 2.160 -0.417
C 0.128 -1.226 -0.124 -1.010 -0.394 0.138
N -1.014 -0.302 -0.030 3.028 0.196 -0.921
C -1.205 0.514 1.117 -0.609 1.042 -0.216
N -2.439 1.295 0.926 0.934 -1.710 0.893
H 0.940 0.475 -1.864 0.021 -0.510 -0.943
H 2.569 0.781 -1.615 0.399 -0.294 0.387
H 2.208 -0.865 -2.174 -0.356 0.033 -0.433
H 1.325 0.554 0.242 -0.153 -0.370 0.943
H 2.201 -0.908 0.573 0.177 -0.436 -0.402
H 0.038 -1.663 -1.119 -0.085 -0.474 0.228
H -0.023 -1.960 0.667 0.466 -0.103 -0.018
H -1.067 0.134 -0.954 -1.266 0.402 0.275
H -0.380 1.246 1.153 0.219 -0.185 -0.256
H -1.068 -0.085 2.023 -0.326 -0.185 0.006
H -3.119 0.571 1.155 -0.819 0.718 -0.121
H -2.435 1.950 1.700 -0.427 0.312 -0.087
```
Positions in Å, forces in eV/Å.

## Properties
Maximum force in hartree/bohr: 0.0617
ΔE to the lowest compared entry with this formula, charge and spin in kJ/mol: 88.6
Expectation value of S²: 0.75
Spin multiplicity: 2
HOMO level (alpha / beta) in eV: -15.268 / -15.236
Net charge: +1